This record from OMol25 describes 6 unconnected molecules or ions with the total composition CH13NO6 in a non-equilibrium geometry. The level of theory is ωB97M-V with the def2-TZVPD basis set.

Last columns: bonded neighbours and bond lengths (Å).
Geometry (Å):
1 N -2.04 1.26 -1.12  C2 1.355, H4 1.007, H5 1.004
2 C -1.30 0.25 -0.60  N1 1.355, O3 1.217, H6 1.155
3 O -1.28 -0.87 -1.08  C2 1.217
4 H -2.20 2.00 -0.46  N1 1.007
5 H -2.60 1.18 -1.95  N1 1.004
6 H -0.65 0.67 0.26  C2 1.155
7 O -0.83 2.57 0.88  H8 0.961, H9 0.953
8 H -1.10 2.58 1.80  O7 0.961
9 H -0.89 3.27 0.23  O7 0.953
10 O 3.22 -0.52 0.76  H11 0.976, H12 0.957
11 H 3.14 -0.98 -0.09  O10 0.976
12 H 2.64 -1.11 1.25  O10 0.957
13 O 0.14 -3.00 -0.32  H14 0.986, H15 0.973
14 H -0.54 -2.48 -0.82  O13 0.986
15 H 0.78 -2.95 -1.05  O13 0.973
16 O 2.00 -1.25 -1.48  H17 0.969, H18 0.969
17 H 1.28 -0.62 -1.63  O16 0.969
18 H 2.53 -1.14 -2.28  O16 0.969
19 O -0.94 0.56 2.92  H20 0.970, H21 0.965
20 H -1.34 0.21 2.11  O19 0.970
21 H -0.03 0.36 2.67  O19 0.965

Total energy   -15022.5615 eV
2S+1   1
Gap between HOMO and LUMO   0.379 Eh
Strongest force on any atom   1.8 eV/Å